This record from the Open Molecules 2025 dataset describes a 3-piece molecular cluster, C36H54F7N2O8P2 overall. The level of theory is the ωB97M-V functional and the def2-TZVPD basis.

The geometry in XYZ format:
```
109
Properties=species:S:1:pos:R:3:forces:R:3:mulliken_charge:R:1
C 4.573577 -3.394667 3.266841 0.04 0.03 -0.01 -0.545
C 4.648759 -3.648676 1.963842 -0.06 -0.11 0.24 -0.318
C 5.598309 -3.027314 1.008474 0.87 -0.49 -0.05 0.728
O 5.996038 -3.571194 0.009166 -0.28 0.09 -0.12 -0.575
O 5.953254 -1.760449 1.336116 -0.61 0.03 0.32 -0.384
C 5.709942 -0.769471 0.318386 0.51 0.20 -0.45 -0.777
C 4.328838 -0.846142 -0.290157 -0.39 0.27 -0.03 -0.729
C 3.189133 -0.644751 0.725704 0.20 -0.02 -0.14 -0.340
C 1.888972 -1.383162 0.369577 0.01 -0.13 -0.16 -0.831
C 0.644612 -0.495000 0.367848 -0.05 0.05 0.60 -0.242
C -0.629730 -1.264179 0.717089 0.10 -0.17 0.03 -1.991
C -1.879578 -0.434052 0.477279 0.04 0.88 -0.99 1.110
O -3.069804 -1.158427 0.380360 0.25 -0.43 0.71 -0.616
P -4.398073 -0.573576 1.326122 0.11 0.84 -0.11 0.240
C -5.247230 0.363555 -0.081575 0.20 -0.10 -0.30 -1.032
C -4.424117 0.839448 -1.276429 -0.55 0.01 -0.16 -1.405
N -4.226804 -0.206997 -2.308727 0.37 0.43 -0.10 0.685
C -2.903347 -0.174369 -2.963713 0.01 -0.34 -0.30 -0.531
C -2.129263 -1.489144 -2.758423 -0.30 -0.06 0.26 -0.836
C -5.272851 -0.131889 -3.293235 -0.14 -0.09 0.05 0.483
C -6.190928 -1.328174 -3.366455 0.30 -0.14 -0.07 -1.147
O -5.411602 0.806476 -4.040383 0.04 -0.01 0.03 -0.583
C -5.256711 -2.281646 0.885200 -0.06 0.12 -0.14 0.434
F -4.580009 -3.351351 1.394673 0.02 0.02 0.02 -0.319
F -5.220299 -2.472681 -0.476365 0.00 -0.09 0.05 -0.181
C -6.760203 -2.473897 1.253621 0.05 -0.30 0.11 0.486
F -7.549783 -1.993409 0.267718 0.03 0.08 0.14 -0.267
F -7.051922 -3.785406 1.371052 -0.03 0.14 -0.06 -0.285
F -7.123000 -1.881100 2.385231 -0.01 -0.02 -0.14 -0.240
P -3.671829 -1.545247 3.329110 -0.79 -0.57 0.13 1.086
O -4.769532 -2.283652 3.992410 -0.04 0.16 0.02 -0.844
O -2.327674 -2.473177 3.168071 0.33 0.20 0.04 -0.606
O -3.088493 -0.436632 4.379342 0.35 -0.04 -0.14 -0.537
O -3.456805 0.831521 1.717260 -0.08 0.00 -0.13 -0.428
C -2.084106 0.734832 1.472155 0.15 -0.56 0.42 0.909
C -1.526011 2.083182 1.005838 -0.12 0.07 0.03 -0.780
C -0.675728 2.855053 2.027895 -0.16 0.09 -0.14 -1.376
C -1.184076 2.803025 3.468117 0.14 0.39 0.06 -0.520
C -2.587774 3.404270 3.651854 -0.13 -0.31 0.41 -0.066
C -2.733026 4.319570 4.886508 -0.03 0.10 -0.12 -0.886
N -2.951707 5.746697 4.606786 0.11 -0.10 0.06 -0.682
H 5.420553 -3.029211 3.835212 -0.21 0.78 -0.20 0.258
H 3.650218 -3.552766 3.811065 0.23 -0.78 0.14 0.270
H 3.963423 -4.356984 1.509414 -0.35 0.48 -0.19 0.337
H 6.484040 -0.840439 -0.451384 -0.04 -0.15 -0.02 0.322
H 5.844116 0.196044 0.805864 -0.01 -0.11 0.21 0.356
H 4.268388 -0.027153 -1.012191 0.08 -0.10 -0.12 0.404
H 4.185818 -1.759414 -0.871943 0.13 -0.13 0.17 0.368
H 2.984889 0.425366 0.791587 0.02 0.00 0.06 0.388
H 3.550672 -0.948556 1.709887 -0.14 -0.04 0.04 0.401
H 1.734767 -2.210972 1.068579 -0.02 0.05 0.05 0.284
H 1.987899 -1.857741 -0.612336 0.00 0.02 -0.01 0.460
H 0.537717 0.051165 -0.574360 0.06 -0.09 -0.06 0.274
H 0.779899 0.262312 1.149759 -0.01 0.11 -0.11 -0.097
H -0.539041 -1.558332 1.766261 -0.16 -0.09 -0.01 0.726
H -0.696106 -2.182992 0.123810 -0.04 0.05 -0.07 0.312
H -1.703582 0.044887 -0.502971 -0.13 -0.12 -0.06 -0.531
H -5.431070 -0.113913 2.194103 -0.06 -0.22 0.07 0.319
H -6.102831 -0.187582 -0.482011 -0.04 -0.04 0.16 0.434
H -5.651516 1.255984 0.403631 0.02 -0.04 0.09 0.675
H -3.462574 1.255394 -0.980078 0.06 -0.21 0.10 0.290
H -4.973460 1.668055 -1.745335 0.16 0.13 0.03 0.654
H -2.319373 0.680432 -2.617173 -0.07 0.02 0.10 0.227
H -3.042993 -0.023029 -4.037281 0.04 0.16 0.02 0.627
H -2.651747 -2.071364 -1.998250 0.07 0.04 0.07 0.137
H -1.110264 -1.324097 -2.403957 0.06 -0.01 -0.16 0.068
H -2.113342 -2.087361 -3.670768 0.15 0.03 -0.02 0.467
H -6.126859 -1.723335 -4.383118 -0.16 0.06 -0.03 0.390
H -5.878722 -2.102020 -2.673467 -0.13 0.06 0.12 0.128
H -7.217729 -1.017191 -3.177098 -0.02 -0.03 -0.01 0.309
H -2.305217 -2.815834 2.266493 -0.07 -0.05 -0.05 0.385
H -2.142510 -0.580115 4.489443 0.05 0.09 0.04 0.306
H -1.571274 0.435096 2.401325 -0.02 0.08 0.02 -0.096
H -0.965218 1.952530 0.075936 0.10 0.05 0.05 0.340
H -2.392644 2.696958 0.747395 -0.05 -0.08 -0.01 0.492
H -0.695896 3.909668 1.727997 0.12 -0.01 -0.04 0.488
H 0.376331 2.557575 1.972377 -0.05 -0.19 0.10 0.179
H -1.167994 1.788375 3.867541 0.01 -0.03 -0.06 0.128
H -0.476861 3.370218 4.085480 0.02 0.00 -0.04 0.627
H -3.300575 2.585482 3.761404 -0.01 -0.02 -0.25 -0.127
H -2.893518 3.961591 2.761883 0.06 0.02 -0.01 0.352
H -3.566171 3.977198 5.501674 0.00 0.03 0.02 0.410
H -1.836621 4.253314 5.507903 -0.04 -0.05 0.05 0.444
H -2.130579 6.122394 4.145282 -0.05 0.04 -0.07 0.247
H -3.719320 5.838095 3.950867 0.01 0.06 0.00 0.277
F 3.423863 -0.748104 -5.137350 0.01 0.01 -0.01 -0.315
C 3.943583 -1.949044 -4.804096 0.01 -0.04 0.01 0.451
C 4.808621 -2.023467 -3.732133 0.08 0.05 0.07 -0.351
C 5.340194 -3.257582 -3.384272 -0.01 -0.02 -0.04 -0.265
C 5.003569 -4.389120 -4.115453 0.00 0.00 -0.01 -0.654
C 4.133868 -4.285542 -5.192778 0.01 0.01 0.02 -0.272
C 3.591074 -3.057739 -5.546319 -0.02 -0.01 -0.03 -0.550
H 5.058634 -1.128599 -3.178432 -0.03 0.02 -0.02 0.427
H 6.008699 -3.333612 -2.536178 -0.03 0.00 0.02 0.367
H 5.416641 -5.350678 -3.841944 0.00 0.00 0.00 0.399
H 3.871127 -5.166554 -5.763760 -0.01 0.00 0.01 0.360
H 2.904613 -2.954422 -6.375417 0.00 0.01 0.00 0.438
F 4.180332 2.290279 -0.266129 0.02 0.08 0.01 -0.037
C 4.875836 3.285376 -0.856554 0.01 0.01 -0.03 0.290
C 5.025005 4.480491 -0.183429 0.00 0.02 0.04 -0.625
C 5.744722 5.495603 -0.797359 0.01 -0.01 -0.02 -0.352
C 6.291543 5.306265 -2.059248 0.00 0.00 0.00 -0.579
C 6.121211 4.093386 -2.712453 0.00 0.01 0.02 -0.411
C 5.409444 3.065621 -2.110306 0.01 -0.03 -0.02 -0.283
H 4.583318 4.604597 0.795768 0.00 -0.01 0.00 0.418
H 5.876785 6.439426 -0.285002 -0.01 0.00 0.00 0.356
H 6.848288 6.103396 -2.533230 0.00 0.00 0.00 0.364
H 6.541424 3.943416 -3.698149 0.00 -0.01 0.00 0.373
H 5.265060 2.111074 -2.598413 -0.03 0.01 0.00 0.475
```
Positions in Å, forces in eV/Å.

## Properties
**LUMO**: 1.68 eV
**Total charge**: -1
**E_tot**: -3497.4781 hartree
**Orbital gap**: 6.8 eV
**Molecular weight**: 837.8 g/mol